A structure of composition C10H14 at a distorted geometry, computed with the ωB97M-V functional and the def2-TZVPD basis.

HOMO (spin up / spin down) = -7.1 / -8.7 eV
E = -10589.983 eV
total charge = 0
HOMO-LUMO gap (spin up / spin down) = 6.7 / 9.0 eV
E_LUMO (spin up / spin down) = -0.448 / 0.281 eV
energy relative to the best compared isomer or geometry (same formula, charge and spin) = 6.559 eV

```
24
Properties=species:S:1:pos:R:3:forces:R:3
C 0.23332 0.96728 -2.52862 -0.246 0.773 -0.054
C 0.17975 1.65992 -0.10518 0.136 0.504 -1.495
C -0.01841 -0.26307 -2.29068 0.041 -1.282 1.831
C -0.19796 0.07245 1.76603 -0.160 -0.162 -0.105
C -0.95403 1.09579 2.61324 0.055 -0.168 -0.020
C -0.10288 0.45253 0.29729 0.109 -0.504 0.579
C -0.25241 -0.70276 -0.65694 0.547 1.765 -1.652
C -0.55939 -1.90722 -0.33762 -0.033 -0.348 -0.403
C 1.20178 -0.21549 2.31947 -0.184 -0.014 0.029
C -0.03643 -1.43532 -3.20977 -0.221 -0.114 -0.046
H 1.81140 0.69003 2.32717 -0.019 0.004 -0.024
H -0.39439 2.02605 2.72440 0.023 0.000 -0.048
H 0.28842 2.63344 0.33506 0.001 -0.071 0.517
H -1.92483 1.32816 2.17402 0.016 0.011 0.000
H 0.33786 1.68515 -1.36700 -0.267 -0.137 0.959
H -0.71859 -2.81309 -0.89560 -0.052 -0.211 0.195
H 0.17986 -1.14190 -4.23686 -0.062 -0.033 0.051
H 0.27841 1.70432 -3.30290 0.228 -0.184 -0.431
H -1.12161 0.69237 3.61350 0.010 0.025 0.012
H -1.01307 -1.91936 -3.15799 -0.029 -0.033 -0.125
H 1.13042 -0.59134 3.34193 0.030 -0.001 0.007
H 1.70378 -0.96953 1.71319 0.044 0.007 -0.003
H -0.75092 -0.87769 1.74650 -0.017 0.138 0.260
H 0.69992 -2.17070 -2.88265 0.051 0.033 -0.035
```
Positions in Å, forces in eV/Å.